{
  "formula": "C23H28N2O2P",
  "method": "wB97M-V/def2-TZVPD",
  "species": ["C", "C", "C", "C", "C", "C", "C", "N", "C", "C", "C", "O", "C", "O", "C", "C", "C", "C", "C", "C", "C", "C", "C", "C", "C", "P", "N", "C", "H", "H", "H", "H", "H", "H", "H", "H", "H", "H", "H", "H", "H", "H", "H", "H", "H", "H", "H", "H", "H", "H", "H", "H", "H", "H", "H", "H"],
  "xyz": [[2.786562, -3.499948, -0.495229], [3.487192, -2.152965, -0.307470], [2.661614, -0.984329, -0.834810], [3.464606, 0.305737, -0.860412], [2.716552, 1.588279, -1.321950], [1.252784, 1.395021, -1.625847], [1.031353, 0.925907, -2.880051], [-0.206751, 0.616997, -3.345113], [-1.276803, 0.771434, -2.602278], [-1.151583, 1.268033, -1.316224], [-2.346225, 1.416578, -0.563819], [-3.517954, 1.063620, -1.160451], [-4.288046, 0.118695, -0.429395], [-5.415721, 0.376130, -0.146208], [-3.535856, -1.132799, -0.145413], [-3.143079, -1.953148, -1.193749], [-2.450239, -3.118186, -0.922359], [-2.130660, -3.444589, 0.384178], [-2.516877, -2.619713, 1.425632], [-3.228892, -1.463348, 1.166299], [-2.291101, 1.900086, 0.695041], [-1.051173, 2.254992, 1.279861], [-1.155232, 2.712722, 2.716164], [-0.768816, 1.579415, 3.681444], [0.144264, 2.109775, 0.580453], [1.680483, 2.461504, 1.495756], [2.560553, 1.227625, 1.892024], [0.118898, 1.610511, -0.759642], [3.000319, -4.183833, 0.322438], [3.131333, -3.990725, -1.403483], [1.704665, -3.391287, -0.565336], [3.735978, -1.979655, 0.738445], [4.434658, -2.169644, -0.848737], [1.773969, -0.884584, -0.199721], [2.304535, -1.244713, -1.834755], [3.886731, 0.484183, 0.124258], [4.305413, 0.147429, -1.536114], [2.899489, 2.410142, -0.647908], [3.172906, 1.901372, -2.260085], [1.841908, 0.755089, -3.569077], [-0.299101, 0.267699, -4.288308], [-2.241393, 0.517008, -3.006982], [-3.418068, -1.685388, -2.204653], [-2.167295, -3.769772, -1.735291], [-1.592091, -4.355717, 0.597200], [-2.276440, -2.874198, 2.446549], [-3.562812, -0.819372, 1.967123], [-3.206387, 2.021178, 1.256797], [-2.188822, 2.988117, 2.903297], [-0.565534, 3.606626, 2.891256], [-1.107594, 0.624180, 3.278155], [-1.263944, 1.711649, 4.638076], [0.305908, 1.498356, 3.821201], [1.286433, 3.193778, 2.613266], [2.298674, 3.491097, 0.761808], [2.177180, 0.362048, 1.529292]],
  "forces_ev_per_a": [[0.2, -0.1, 0.0], [0.0, 0.0, -0.2], [0.1, -0.1, 0.2], [0.2, -0.1, -0.1], [0.2, -0.1, -0.2], [0.0, 0.2, 0.3], [0.0, -0.1, -0.3], [0.1, 0.0, -0.2], [-0.2, 0.0, 0.1], [0.0, 0.1, 0.1], [0.1, -0.1, -0.2], [-0.2, 0.0, 0.0], [-0.9, 0.2, 0.3], [0.9, -0.2, -0.3], [0.0, 0.1, 0.1], [0.0, 0.2, 0.0], [0.0, 0.0, -0.2], [0.1, -0.2, 0.1], [0.0, 0.1, 0.2], [-0.2, 0.1, 0.0], [0.1, 0.1, 0.1], [-0.2, 0.0, 0.0], [0.0, -0.2, 0.0], [-0.1, -0.1, -0.2], [-0.1, 0.3, 0.1], [0.5, -0.6, 0.3], [-0.5, 0.3, -0.2], [0.1, -0.1, 0.0], [0.0, 0.0, 0.1], [-0.1, 0.0, -0.1], [-0.1, 0.0, 0.1], [0.0, 0.0, 0.1], [0.1, 0.0, 0.1], [-0.1, 0.0, -0.1], [-0.1, 0.0, -0.1], [0.0, 0.0, 0.0], [0.1, 0.0, 0.0], [0.0, 0.0, 0.1], [0.0, 0.1, 0.0], [0.0, 0.0, -0.1], [0.0, 0.0, -0.1], [0.0, 0.0, -0.1], [0.0, -0.1, -0.1], [0.0, -0.1, 0.0], [0.1, -0.1, 0.0], [0.0, -0.1, 0.1], [0.0, 0.0, 0.1], [-0.1, 0.0, 0.1], [-0.1, 0.1, 0.0], [0.0, 0.1, 0.1], [0.0, -0.1, 0.0], [0.1, 0.1, 0.2], [0.1, 0.0, 0.1], [-0.1, 0.2, -0.1], [0.0, 0.1, 0.0], [0.2, -0.1, 0.1]],
  "mulliken_charge": [-1.14, -0.63, -0.19, -0.91, -1.23, 0.83, -0.65, 0.09, -0.53, -0.29, -0.16, -0.57, -0.14, -0.47, 0.61, -0.14, -0.76, -0.49, -0.77, -0.12, -0.93, 1.03, -1.53, -0.88, 0.59, 0.05, -0.65, 0.16, 0.37, 0.30, 0.25, 0.35, 0.38, 0.26, 0.34, 0.38, 0.49, 0.22, 0.55, 0.44, 0.32, 0.60, 0.50, 0.45, 0.48, 0.45, 0.54, 0.58, 0.42, 0.57, 0.24, 0.38, 0.35, 0.13, 0.18, 0.29],
  "charge": 1,
  "smiles": "CCCCCc1c[nH+]cc2c(OC(=O)c3ccccc3)cc(CC)c([PH2]=N)c12",
  "homo_energy_ev": -11.6390
}

=====

{
  "formula": "C23H28N3",
  "method": "wB97M-V/def2-TZVPD",
  "species": ["C", "N", "C", "C", "C", "C", "C", "C", "C", "N", "C", "C", "C", "N", "C", "C", "C", "C", "C", "C", "C", "C", "C", "C", "C", "C", "H", "H", "H", "H", "H", "H", "H", "H", "H", "H", "H", "H", "H", "H", "H", "H", "H", "H", "H", "H", "H", "H", "H", "H", "H", "H", "H", "H"],
  "xyz": [[-1.810448, 4.165343, 1.027910], [-0.675072, 3.252891, 0.569686], [0.147004, 2.667867, 1.521903], [0.099199, 3.237402, 2.813226], [0.991072, 2.836294, 3.784397], [1.964862, 1.892041, 3.449658], [2.008631, 1.305550, 2.181956], [1.028155, 1.542817, 1.220517], [1.252677, 0.776893, -0.155309], [1.293144, -0.700019, -0.123327], [2.652851, -1.335482, -0.134105], [2.638652, -2.788934, 0.328942], [1.759533, -3.626825, -0.555489], [0.481930, -2.926575, -0.659610], [0.338886, -1.588880, -0.537608], [-1.043319, -1.124694, -0.863502], [-2.005958, -1.577540, 0.224001], [-2.711665, -2.902900, -0.052222], [-1.759062, -4.084098, -0.082928], [-0.608562, -3.844266, -1.063743], [0.303320, 1.676775, -1.116123], [0.534859, 1.563891, -2.489749], [-0.306654, 2.166851, -3.409163], [-1.306756, 3.060501, -3.022208], [-1.388879, 3.419981, -1.680332], [-0.580231, 2.776876, -0.723075], [-2.650353, 4.193584, 0.318769], [-2.243224, 3.731602, 1.938684], [-1.550024, 5.219456, 1.243662], [-0.665274, 3.965952, 3.065270], [0.925197, 3.274876, 4.786267], [2.671163, 1.582992, 4.192062], [2.839371, 0.658501, 1.926389], [2.259006, 1.104481, -0.474805], [3.061561, -1.347483, -1.165830], [3.342106, -0.765457, 0.509590], [3.650075, -3.213918, 0.287301], [2.268012, -2.876176, 1.365689], [2.191654, -3.845716, -1.554868], [1.574149, -4.603412, -0.099812], [-1.280994, -1.503008, -1.861283], [-1.025668, -0.041080, -0.922266], [-2.755304, -0.793198, 0.339425], [-1.472857, -1.656617, 1.187148], [-3.465858, -3.069921, 0.723285], [-3.233214, -2.852774, -1.019415], [-1.401547, -4.363251, 0.919034], [-2.291398, -4.961797, -0.469842], [-1.006387, -3.484029, -2.030580], [-0.106136, -4.806390, -1.245490], [1.399617, 1.000380, -2.845819], [-0.214998, 1.924580, -4.459036], [-2.006289, 3.517251, -3.722032], [-2.110541, 4.168787, -1.385204]],
  "forces_ev_per_a": [[0.1, -0.7, -0.1], [-1.0, 0.1, 0.5], [0.0, -0.8, -0.1], [0.3, -0.6, -0.1], [0.1, -0.4, -0.1], [-0.1, 0.0, -0.2], [-0.5, 0.3, 0.8], [0.5, 0.5, 0.1], [-1.4, 4.7, 0.4], [-0.3, -2.7, -1.2], [0.7, 0.3, 0.1], [0.2, -0.2, 0.5], [0.2, 0.0, 0.2], [0.5, 0.7, 0.0], [-0.4, 0.2, 0.0], [0.7, 0.5, 0.3], [-0.6, -0.1, 0.5], [-0.2, 0.0, 0.2], [0.2, 0.0, -0.3], [-0.2, -0.2, -0.6], [0.6, 0.2, 0.1], [-0.5, -0.1, 0.1], [-0.3, 0.1, -0.7], [0.2, -0.1, 0.8], [0.3, -0.8, -0.9], [0.0, -0.8, -0.2], [0.6, -0.2, 0.2], [0.2, 0.1, -0.2], [0.4, -0.7, -0.2], [0.4, -0.1, -0.2], [0.2, -0.3, -0.4], [0.4, 0.0, 0.2], [-0.1, -0.2, 0.2], [-0.3, -0.7, 0.1], [-0.3, 0.4, 0.4], [-0.4, -0.1, -0.4], [-0.1, 0.4, 0.2], [0.2, 0.2, -0.3], [-0.3, 0.4, 0.4], [0.0, 0.2, 0.1], [-0.2, 0.1, 0.1], [-0.1, -0.1, -0.1], [0.0, -0.1, 0.1], [-0.2, 0.2, -0.2], [0.0, 0.0, -0.2], [0.0, 0.1, 0.2], [0.1, 0.2, -0.2], [0.1, 0.1, 0.1], [0.1, -0.4, 0.4], [-0.2, 0.5, -0.1], [-0.4, -0.3, 0.1], [0.2, 0.1, -0.1], [0.4, -0.2, 0.0], [0.3, -0.1, -0.1]],
  "mulliken_charge": [-1.31, -0.04, 0.74, -0.58, -0.84, -0.79, -0.85, 0.83, -0.15, 0.63, -0.52, -0.93, -0.62, 0.18, 0.57, 0.17, -0.81, -0.72, -0.58, -1.05, -0.64, -0.81, -0.71, -0.90, -0.65, 1.45, 0.44, 0.45, 0.33, 0.35, 0.39, 0.41, 0.22, 0.72, 0.26, 0.39, 0.39, 0.31, 0.28, 0.52, 0.65, -0.67, 0.42, 0.33, 0.36, 0.31, 0.30, 0.34, 0.36, 0.55, 0.40, 0.40, 0.41, 0.33],
  "charge": 1,
  "smiles": "CN1c2ccccc2C(N2CCC[N+]3=C2CCCCC3)c2ccccc21",
  "de_lowest_ev": 0.9567,
  "homo_energy_ev": -10.0602
}

=====

{
  "formula": "C23H28N4O2Re",
  "method": "wB97M-V/def2-TZVPD",
  "species": ["Re", "C", "N", "C", "C", "C", "N", "C", "C", "C", "C", "C", "C", "C", "O", "C", "C", "C", "N", "C", "C", "C", "C", "C", "C", "C", "O", "H", "H", "H", "H", "H", "H", "H", "H", "H", "H", "H", "H", "H", "H", "H", "H", "H", "H", "H", "H", "H", "H", "H", "H", "H", "C", "C", "N", "H", "H", "H"],
  "xyz": [[0.032266, -0.203223, 0.096122], [-1.204486, -0.554915, 2.857717], [0.041474, 0.054913, 2.280731], [0.001539, 1.493064, 2.718762], [0.979730, 2.485364, 2.104208], [0.926185, 2.656019, 0.566727], [-0.119051, 1.819622, -0.040487], [-1.118380, 2.431689, -0.620584], [-2.333203, 1.842753, -1.043417], [-3.258732, 2.639334, -1.759844], [-4.506207, 2.164540, -2.053515], [-4.884570, 0.891009, -1.596403], [-4.022089, 0.104548, -0.868501], [-2.726033, 0.557756, -0.603798], [-1.913903, -0.224837, 0.099078], [1.153314, -0.731038, 2.899547], [2.589983, -0.313964, 2.637408], [3.032770, 0.129997, 1.241481], [2.178586, -0.184285, 0.061762], [2.882974, -0.258062, -1.030494], [2.439050, -0.417823, -2.377559], [3.392565, -0.420023, -3.414924], [2.999628, -0.583743, -4.719716], [1.643656, -0.768632, -5.018207], [0.689270, -0.794260, -4.022935], [1.092386, -0.606778, -2.703123], [0.185014, -0.657469, -1.725073], [-1.177296, -0.448194, 3.943047], [-1.249011, -1.609593, 2.602016], [-2.079852, -0.054288, 2.459999], [0.122919, 1.504658, 3.805516], [-1.015359, 1.827519, 2.511112], [1.996883, 2.285517, 2.429086], [0.720657, 3.439850, 2.565305], [1.875220, 2.383671, 0.109030], [0.741505, 3.700094, 0.315323], [-1.031559, 3.510101, -0.742920], [-2.959823, 3.631702, -2.074333], [-5.205084, 2.767838, -2.614666], [-5.878621, 0.523050, -1.814233], [-4.314564, -0.871177, -0.506423], [1.000947, -1.755456, 2.564872], [0.996429, -0.722832, 3.981606], [3.183175, -1.178656, 2.938210], [2.874249, 0.479301, 3.329589], [4.020446, -0.289061, 1.055666], [3.163368, 1.210271, 1.237152], [3.963509, -0.179760, -0.921689], [4.438975, -0.285482, -3.170065], [3.731903, -0.575851, -5.514150], [1.337318, -0.900526, -6.047399], [-0.358235, -0.948286, -4.241299], [-0.471983, -4.893637, 0.406561], [-0.275645, -3.455542, 0.394536], [-0.119788, -2.321174, 0.380120], [-0.199269, -5.294516, 1.381807], [0.158545, -5.342994, -0.360249], [-1.516646, -5.117294, 0.194584]],
  "forces_ev_per_a": [[0.0, 0.0, 0.1], [0.0, 0.0, 0.0], [0.0, 0.0, 0.1], [0.0, 0.0, 0.0], [0.0, 0.0, 0.0], [0.0, 0.0, 0.0], [0.0, 0.0, -0.1], [0.0, 0.0, 0.0], [0.0, 0.0, 0.0], [0.0, 0.0, 0.0], [0.0, 0.0, 0.0], [0.0, 0.0, 0.0], [0.1, 0.0, 0.0], [-0.1, 0.0, 0.0], [0.1, 0.0, 0.0], [0.0, 0.0, 0.0], [0.0, 0.0, 0.0], [0.0, 0.0, 0.0], [-0.1, 0.0, 0.0], [0.0, 0.0, 0.0], [0.0, 0.0, 0.0], [0.0, 0.0, 0.0], [0.0, 0.0, 0.0], [0.0, 0.0, 0.0], [0.0, 0.0, 0.0], [-0.1, 0.0, 0.0], [0.1, 0.0, -0.1], [0.0, 0.0, 0.0], [0.0, 0.0, 0.0], [0.0, 0.0, 0.0], [0.0, 0.0, 0.0], [0.0, 0.0, 0.0], [0.0, 0.0, 0.0], [0.0, 0.0, 0.0], [0.0, 0.0, 0.0], [0.0, 0.0, 0.0], [0.0, 0.0, 0.0], [0.0, 0.0, 0.0], [0.0, 0.0, 0.0], [0.0, 0.0, 0.0], [0.0, 0.0, 0.0], [0.0, 0.0, 0.0], [0.0, 0.0, 0.0], [0.0, 0.0, 0.0], [0.0, 0.0, 0.0], [0.0, 0.0, 0.0], [0.0, 0.0, 0.0], [0.0, 0.0, 0.0], [0.0, 0.0, 0.0], [0.0, 0.0, 0.0], [0.0, 0.0, 0.0], [0.0, 0.0, 0.0], [0.0, 0.0, 0.0], [0.0, 0.0, 0.0], [0.0, 0.0, 0.0], [0.0, 0.0, 0.0], [0.0, 0.0, 0.0], [0.0, 0.0, 0.0]],
  "mulliken_charge": [2.59, -1.13, -0.33, -1.01, -0.72, -0.95, -0.12, 0.28, 0.44, -0.85, -0.77, -0.48, -0.80, 0.60, -0.51, -0.92, -1.16, -0.94, -0.43, 0.42, 0.63, -1.05, -0.74, -0.48, -0.78, 0.52, -0.55, 0.50, 0.39, 0.41, 0.50, 0.55, 0.23, 0.54, 0.29, 0.69, 0.41, 0.45, 0.44, 0.43, 0.49, 0.49, 0.43, 0.53, 0.35, 0.66, 0.46, 0.37, 0.43, 0.44, 0.44, 0.51, -1.28, 0.65, -0.59, 0.33, 0.35, 0.32],
  "charge": 2,
  "spin_multiplicity": 2,
  "de_lowest_ev": 0.0000,
  "homo_energy_ev": [-13.9584, -13.9590]
}

=====

{
  "formula": "C23H28N4O2V",
  "method": "wB97M-V/def2-TZVPD",
  "species": ["V", "C", "C", "C", "C", "C", "C", "C", "C", "C", "C", "N", "C", "C", "C", "C", "C", "N", "H", "H", "H", "H", "H", "H", "H", "H", "H", "H", "H", "H", "H", "H", "H", "H", "H", "N", "C", "C", "O", "O", "H", "H", "H", "H", "C", "C", "C", "C", "N", "C", "C", "H", "H", "H", "H", "H", "H", "H"],
  "xyz": [[8.417752, 8.786255, 7.215421], [14.096730, 9.960855, 6.127670], [12.934150, 9.126535, 5.577255], [12.571896, 7.966762, 6.466154], [13.505583, 6.937142, 6.524406], [13.259856, 5.759822, 7.199235], [12.030636, 5.580065, 7.797743], [11.071305, 6.582550, 7.784839], [9.778091, 6.267911, 8.478512], [9.929938, 6.306246, 9.997354], [11.351174, 7.817708, 7.165793], [10.402748, 8.846935, 7.218733], [10.785007, 10.106046, 7.276007], [9.802943, 11.093349, 7.135818], [9.830953, 12.499381, 7.185005], [8.508168, 12.916107, 7.054056], [7.727709, 11.769769, 6.942202], [8.492975, 10.666551, 6.984851], [14.381946, 10.736537, 5.402386], [14.973590, 9.324862, 6.312756], [13.848142, 10.457377, 7.077575], [13.254365, 8.703913, 4.608132], [12.065285, 9.765619, 5.367340], [14.450680, 7.068574, 5.999627], [14.017332, 4.977590, 7.232159], [11.791946, 4.632451, 8.279534], [9.465649, 5.257084, 8.161546], [8.983098, 6.960060, 8.162355], [10.666910, 5.559609, 10.327423], [8.973993, 6.077281, 10.489715], [10.270080, 7.299286, 10.322015], [11.825325, 10.389891, 7.477370], [10.716892, 13.113885, 7.287731], [8.145171, 13.940178, 7.044314], [6.650959, 11.713232, 6.867481], [6.001752, 8.955025, 6.653947], [5.598955, 7.584598, 6.334879], [6.879561, 6.738171, 6.192940], [6.870351, 5.535735, 6.119946], [7.941301, 7.481312, 6.214614], [5.263084, 9.437313, 7.172958], [6.141035, 9.474719, 5.781166], [5.021003, 7.491096, 5.397533], [4.983597, 7.151190, 7.133007], [7.929961, 8.845192, 13.390699], [7.923947, 8.972456, 11.911281], [7.042127, 8.275977, 11.084820], [7.160810, 8.369485, 9.717543], [8.096539, 9.111875, 9.102779], [8.895367, 9.854415, 9.894945], [8.844518, 9.800616, 11.266889], [7.096223, 8.226513, 13.745806], [7.868129, 9.839458, 13.864945], [8.874116, 8.381444, 13.721379], [6.248610, 7.656692, 11.512633], [6.484666, 7.817267, 9.061921], [9.604331, 10.518396, 9.413452], [9.530107, 10.423839, 11.844447]],
  "forces_ev_per_a": [[-0.4, 1.5, 0.3], [0.1, 0.2, -0.1], [0.1, 0.2, -0.4], [-0.3, -0.1, 0.1], [0.2, 0.1, -0.1], [0.3, -0.2, 0.0], [-0.1, -0.2, 0.1], [0.1, 0.2, -0.2], [-0.1, -0.2, 0.1], [-0.2, 0.0, 0.2], [1.1, -1.1, 0.0], [0.7, 1.1, 0.0], [0.5, -0.5, 0.0], [-0.2, 1.1, -0.1], [0.3, -0.5, 0.0], [-0.2, 0.5, 0.0], [-0.1, 0.2, 0.1], [0.2, 1.6, -0.8], [0.0, -0.2, 0.3], [-0.2, 0.2, 0.0], [0.1, -0.1, -0.2], [-0.2, 0.2, 0.3], [0.3, -0.2, -0.1], [-0.2, 0.0, 0.1], [-0.2, 0.2, 0.0], [0.0, 0.2, -0.1], [-0.1, 0.5, 0.1], [0.2, -0.6, 0.3], [-0.2, 0.3, -0.1], [0.3, 0.1, -0.1], [0.0, -0.2, 0.0], [-0.4, -0.2, -0.2], [-0.2, -0.1, 0.0], [0.1, -0.3, 0.0], [0.1, 0.0, -0.1], [0.0, 0.6, 0.0], [0.0, -0.6, -0.4], [-2.0, -1.5, 0.0], [0.1, 0.7, -0.1], [0.7, -2.3, -2.3], [0.4, -0.1, -0.2], [-0.1, -0.1, 0.4], [0.2, 0.1, 0.4], [0.2, 0.2, -0.2], [-0.1, 0.0, 0.6], [0.1, 0.0, -0.5], [-0.3, -0.1, 0.4], [-0.2, -0.2, -0.2], [-0.5, -0.1, 2.5], [0.1, 0.1, 0.0], [0.0, 0.2, 0.2], [0.3, 0.2, -0.1], [0.0, -0.4, -0.1], [-0.3, 0.2, -0.1], [0.3, 0.2, -0.2], [0.2, 0.0, 0.2], [-0.1, -0.2, 0.0], [-0.2, -0.2, -0.2]],
  "mulliken_charge": [0.56, -1.07, -0.96, 1.07, -0.58, -1.22, -0.75, 0.64, 1.86, -1.30, -0.29, 0.27, -0.14, -0.17, -0.96, -0.93, -0.21, 0.46, 0.36, 0.35, 0.31, 0.45, 0.52, 0.44, 0.38, 0.48, 0.64, -1.96, 0.48, 0.36, 0.26, 0.35, 0.52, 0.46, 0.42, -0.51, -0.59, 0.56, -0.60, -0.68, 0.22, 0.29, 0.39, 0.33, -1.48, 1.20, -1.01, -0.22, 0.72, -0.12, -0.93, 0.37, 0.37, 0.32, 0.38, 0.22, 0.24, 0.46],
  "charge": 1,
  "spin_multiplicity": 3,
  "homo_energy_ev": [-10.7407, -10.8974]
}